# 1
Below is the molecule C2H7N5 at a distorted geometry, with properties calculated with ωB97M-V/def2-TZVPD.

Calculated values
Relative energy (zero: lowest compared OMol25 entry of this formula, charge and spin) = 107.4 kcal/mol
Kohn-Sham gap (alpha / beta) = 7.27 / 6.98 eV
Highest occupied orbital energy (alpha / beta) = -6.47 / -6.43 eV

Last column: natural (NBO) charge in e.
Positions of all 14 atoms, in Å:
N1 -0.051891 -1.616606 -1.375110  -0.61
H1 0.070434 -0.914930 -2.103101  0.38
N2 0.515159 1.930207 1.387729  -0.71
N3 1.137465 -0.469926 1.065250  -0.78
N4 -1.491123 0.888451 -0.886503  -0.84
C1 0.285003 0.745049 0.954571  0.34
H2 2.021864 -0.475651 0.566476  0.39
C2 -0.571108 0.251564 -0.079793  0.04
H3 -2.444228 0.798848 -0.550444  0.37
H4 -1.248376 1.845023 -1.115798  0.38
H5 0.916541 -1.200200 1.740086  0.41
H6 1.340596 1.957872 1.981632  0.34
H7 -0.230077 -2.610070 -1.459169  0.39
N5 -0.250258 -1.129630 -0.125827  -0.11

Cartesian forces, eV/Å:
-0.6 0.8 1.4
-0.4 -0.7 -0.3
-0.4 -0.6 0.2
1.6 1.1 2.6
-0.2 -0.1 -0.4
0.8 -0.7 -1.2
-0.4 -0.3 0.3
0.6 -1.2 0.9
0.1 0.2 -0.2
-0.1 -0.1 0.1
0.7 0.7 -0.1
0.0 -0.1 -0.1
0.2 0.5 -0.5
-1.7 0.5 -2.8

# 2
Below is a cluster of 6 separate species, C19H47BBr3N4O9S5 in total at a distorted geometry, with properties calculated with ωB97M-V/def2-TZVPD.

Calculated values
Total charge = +1
Kohn-Sham gap = 7.09 eV
Highest occupied orbital energy = -10.42 eV

Last column: Löwdin charge in e.
Positions of all 88 atoms, in Å:
H1 -2.495364 1.199418 -4.701377  0.09
Br1 -0.631761 -5.119761 -2.097865  0.80
H2 -0.028609 3.947007 -1.055784  0.04
H3 5.644326 3.795753 -5.204879  0.06
H4 1.799642 -0.995425 4.016515  0.04
C1 -4.681724 -5.208424 3.516363  -0.27
O1 -3.952508 -2.162891 -1.115513  0.19
C2 -2.291549 -1.062508 -2.716313  -0.24
H5 -3.234894 -0.425727 -5.039268  0.10
H6 -3.252063 -2.864080 2.938673  0.04
H7 -3.790557 2.003929 -0.488679  0.09
O2 0.842649 -1.490558 6.747251  -0.55
H8 -2.537405 -3.019941 -2.120807  0.11
H9 -0.212631 -5.690789 0.791282  0.06
N1 0.696119 -2.447406 -1.481276  0.07
O3 -2.050379 -5.415387 3.282288  -0.57
H10 1.509758 3.653143 4.095941  0.05
C3 2.458423 -1.589076 4.648088  -0.29
H11 -4.200088 0.919580 -4.511616  0.09
C4 1.904748 4.572586 3.668929  -0.27
C5 -3.116536 -3.094877 3.995502  -0.26
H12 2.408903 -3.848794 7.520048  0.05
Br2 0.329135 -0.501263 -3.781410  0.97
C6 1.662926 6.640811 2.001380  -0.27
Br3 0.686835 -2.981967 1.332374  0.83
C7 0.638896 3.695875 -1.879480  -0.28
H13 2.084821 5.295123 4.464575  0.06
C8 1.630370 6.162364 -1.711238  -0.27
H14 1.847426 7.292397 2.855037  0.06
C9 -2.660889 -2.076987 -1.592841  -0.27
H15 1.579477 -5.738661 0.968590  0.08
H16 -3.614372 3.087864 -1.859852  0.10
H17 2.829186 4.360412 3.131594  0.06
H18 0.922067 6.340851 -0.904107  0.03
C10 -3.807722 2.060284 -1.568732  0.04
H19 -3.549741 -0.132825 1.267104  0.13
C11 6.104446 2.866091 -4.869806  -0.27
S1 0.855087 5.119235 -2.946946  0.82
H20 0.759480 -6.859021 -0.078600  0.08
S2 -3.065010 -4.875676 4.228694  0.81
H21 1.350733 -2.193148 -2.216611  0.11
H22 3.478976 -2.490880 7.094772  0.06
O4 -5.471670 -0.551336 -0.324270  0.22
B1 -4.329317 -1.251839 -0.125825  -0.83
O5 5.704789 0.839381 -3.201990  -0.57
H23 1.750288 -5.243765 -1.436890  0.09
H24 1.897459 7.106919 -2.182187  0.05
H25 -1.444871 -1.331705 0.001889  0.13
O6 0.595148 4.281079 1.383034  -0.57
H26 7.109083 3.067394 -4.504023  0.05
H27 -4.761557 1.786174 -2.002876  0.08
H28 -4.839918 -6.284726 3.525462  0.05
C12 -2.679812 1.257450 -2.192226  -0.46
C13 0.880674 -4.900429 -0.891843  -0.73
H29 -4.714330 -4.841337 2.489988  0.05
H30 2.605861 6.294715 1.577232  0.06
H31 3.012564 -2.296843 4.030495  0.04
H32 2.251222 -3.323057 -0.503844  0.10
H33 -5.449441 -4.722453 4.118459  0.06
C14 -0.452628 -1.868728 -1.531959  -0.46
N2 -1.536249 -2.121154 -0.642193  0.13
N3 -3.054014 0.112467 -2.973054  -0.05
C15 3.640146 1.923910 -4.463878  -0.28
H34 -5.844947 -0.840055 -1.169931  0.13
H35 -3.933407 -2.676350 4.583537  0.06
O7 -1.563090 1.614922 -2.061632  0.11
H36 -2.335988 -1.673119 -3.612040  0.15
S3 0.680065 5.231890 2.531583  0.82
H37 3.257983 2.883576 -4.812760  0.03
H38 3.147469 -0.930259 5.176795  0.06
N4 -0.835800 -0.974543 -2.418743  -0.34
O8 -3.655214 -1.067093 1.043610  0.20
H39 1.608076 3.379372 -1.491989  0.06
C16 1.178175 -3.423398 -0.509768  -0.63
S4 5.143735 2.182670 -3.513668  0.80
C17 -3.226106 0.448188 -4.405039  -0.01
H40 3.847024 1.264600 -5.308667  0.06
H41 2.902726 1.460478 -3.809971  0.01
H42 6.149223 2.147067 -5.687900  0.06
H43 2.527299 5.674460 -1.329237  0.06
H44 1.099334 7.185141 1.247361  0.04
H45 -2.170842 -2.682347 4.344067  0.05
C18 2.816082 -3.260948 6.700308  -0.27
H46 3.357581 -3.915047 6.016607  0.05
C19 0.737452 -5.841459 0.292505  -0.19
H47 0.203988 2.897159 -2.468205  0.01
S5 1.443772 -2.491337 5.831225  0.78
O9 1.901356 4.747664 -3.939550  -0.56

Cartesian forces, eV/Å:
0.3 -0.3 -0.4
0.1 0.0 0.0
0.0 0.0 0.0
0.0 0.0 0.0
-0.1 0.0 0.0
-0.1 0.0 -0.1
0.7 1.1 0.6
-0.3 -0.3 -0.5
0.3 -0.2 0.0
0.0 -0.1 0.0
-0.1 -0.1 0.2
0.0 0.1 0.0
0.1 -0.2 0.0
0.0 0.1 0.4
1.2 0.1 0.3
0.0 0.1 -0.2
-0.1 0.0 0.0
0.1 0.0 -0.1
-0.2 0.0 -0.1
0.1 -0.1 0.0
0.0 0.1 -0.1
-0.1 0.0 0.0
-0.1 0.1 -0.1
0.1 0.0 -0.1
0.0 0.2 -0.3
0.1 0.0 0.1
0.0 0.0 0.0
0.1 0.1 0.0
0.0 0.0 0.0
-0.1 -1.6 -0.4
0.0 0.2 0.2
0.1 0.3 0.2
0.0 0.0 -0.1
0.0 -0.1 0.0
0.1 0.0 -1.2
-0.4 -0.2 0.4
0.0 0.0 -0.1
-0.1 -0.1 0.1
0.0 -0.2 -0.1
0.0 -0.1 0.1
0.0 0.0 0.1
-0.1 0.0 0.0
-0.3 -0.3 -0.5
-1.0 0.2 0.1
-0.1 -0.1 -0.1
0.0 0.1 -0.5
0.0 0.0 -0.1
-0.7 -0.3 0.4
0.1 0.1 0.0
0.0 0.0 0.1
-0.2 -0.2 0.3
0.1 0.0 0.0
-2.4 0.6 0.5
0.2 -0.1 0.4
0.1 0.0 0.0
0.0 0.0 0.0
0.0 0.0 0.0
0.3 0.1 0.0
0.0 0.0 0.0
-1.7 -0.2 1.0
1.0 0.2 -0.1
0.7 -0.8 0.3
-0.1 0.0 -0.3
-0.2 0.3 0.1
0.0 0.0 0.0
2.0 -0.1 0.2
-0.2 0.2 -0.3
0.0 0.0 0.1
0.0 0.0 0.1
0.0 0.0 0.1
0.8 0.5 -1.4
1.3 0.2 -0.3
0.0 0.1 0.0
-0.5 -0.3 0.4
-0.1 0.1 0.1
-0.6 1.0 0.6
0.1 0.0 0.0
0.0 0.1 0.1
0.0 0.0 0.0
0.0 -0.1 0.0
-0.1 0.0 0.0
0.0 -0.1 0.1
0.1 0.0 0.0
0.0 0.0 0.0
-0.2 -0.1 -0.4
0.0 0.1 -0.1
0.0 -0.1 -0.1
0.1 0.0 -0.1